1.
Here is a structure of composition C37H35N3O4RuS3Te from the Open Molecules 2025 dataset. Energies are from the ωB97M-V functional and the def2-TZVPD basis.

## Properties
* energy: -3453.274612 Eh
* spin multiplicity: 6
* maximum force: 1.1 eV/Å
* frontier orbital gap (spin up / spin down): 0.3036 / 0.2200 hartree
* net charge: +1
* relative energy (zero: lowest compared OMol25 entry of this formula, charge and spin): 66.8 kJ/mol

Positions of all 84 atoms, in Å:
C  2.769  -3.483  1.207
S  -4.604  0.868  3.585
Ru  -0.911  2.342  -0.483
C  2.705  -2.987  -4.746
C  -3.721  -0.953  -1.714
N  1.199  4.314  -0.673
C  1.836  0.420  -3.346
H  -7.049  0.443  0.986
O  0.054  6.156  -1.347
H  3.942  0.498  0.309
C  3.865  -4.045  1.856
O  -0.955  -1.696  -1.373
C  -4.976  1.213  1.080
C  2.058  -1.065  -3.415
H  2.764  -4.879  -3.728
H  3.004  -3.394  -5.702
H  4.024  -0.364  -1.239
Te  1.318  -1.283  -0.399
C  -3.021  5.304  3.539
C  0.018  4.992  -1.069
N  1.154  2.902  -0.739
H  5.481  -0.112  -0.286
N  -0.570  0.487  -0.892
H  2.564  -0.988  -5.490
C  -0.329  1.094  2.782
C  -2.489  3.288  2.514
H  1.543  -5.159  0.662
C  -1.313  -0.493  -1.390
C  -2.637  1.942  1.842
H  1.205  -4.515  2.259
C  -6.117  0.420  2.926
H  1.668  2.507  0.044
H  -4.811  1.476  0.047
C  -2.820  1.075  -2.663
O  -1.050  4.223  -1.056
H  6.441  -5.087  2.199
H  -3.566  -1.875  -1.171
C  -2.641  -0.110  -1.952
C  -4.033  1.388  2.047
H  -6.880  0.010  3.565
H  -0.136  -2.252  2.728
C  6.272  -4.072  2.559
C  -1.760  5.582  3.119
C  2.572  -3.818  -3.645
C  5.261  -2.239  1.163
H  -4.430  3.613  3.389
H  6.080  -4.135  3.631
C  -4.083  1.433  -3.109
H  -6.150  0.878  -3.196
H  2.058  4.744  -0.981
C  2.191  -3.279  -2.428
C  -1.588  0.917  2.265
S  -1.071  4.248  2.301
H  1.608  0.820  -4.332
C  -5.164  0.601  -2.850
O  -2.512  2.152  0.422
C  4.199  -1.636  0.501
H  -1.195  6.489  3.243
H  -1.969  1.703  -2.923
C  -6.179  0.655  1.588
H  0.626  -3.670  0.823
H  1.004  0.663  -2.683
C  -3.445  3.998  3.178
H  2.740  0.927  -2.991
H  2.103  -3.930  -1.569
C  1.930  -1.915  -2.316
C  5.114  -3.440  1.847
H  3.736  -4.987  2.378
H  -3.638  6.007  4.076
H  -4.219  2.351  -3.664
C  -0.391  -1.209  2.625
H  -5.826  -1.238  -1.967
C  4.417  -0.335  -0.219
S  -1.927  -0.754  2.036
H  0.068  2.053  3.075
H  6.232  -1.758  1.140
C  0.361  -0.131  2.987
H  1.346  -0.205  3.425
C  2.455  -1.631  -4.625
C  2.959  -2.278  0.533
H  1.559  2.533  -1.600
C  1.466  -4.234  1.237
H  7.188  -3.503  2.413
C  -4.981  -0.590  -2.160

2.
Here is a structure of composition C37H35NO3STi from the Open Molecules 2025 dataset. Energies are from the ωB97M-V functional and the def2-TZVPD basis.

## Properties
* energy: -2958.676617 Eh
* maximum force: 1.0 eV/Å
* frontier orbital gap: 0.2498 hartree
* net charge: +2

Positions of all 78 atoms, in Å:
C  1.327  -1.872  2.996
H  -2.757  -2.227  -3.194
H  -4.312  -1.352  1.986
H  0.059  5.327  -5.406
H  -1.544  1.497  0.247
H  -0.150  -1.140  4.373
H  -3.405  0.643  -3.524
C  0.325  -1.976  1.862
C  -3.469  0.808  -2.454
H  -5.605  0.706  -2.445
H  4.113  1.316  1.790
N  -0.054  -1.816  -1.267
C  -1.277  -3.479  3.041
H  -3.747  1.568  1.311
H  5.500  1.769  -0.595
C  0.309  2.155  -4.252
H  0.209  -0.415  -3.601
H  0.771  -3.967  1.124
H  -2.695  -4.783  3.969
C  -3.654  -3.118  3.008
C  -2.188  -3.526  -1.579
C  3.741  2.953  -1.002
C  0.896  -1.373  4.223
C  2.677  -2.173  2.826
C  -1.432  3.343  -3.104
C  -0.972  0.958  -2.415
O  2.651  0.689  -0.088
S  2.645  2.246  0.243
H  -5.793  1.166  -0.021
H  3.837  -1.348  5.898
C  -3.675  1.339  0.255
H  -1.363  -4.576  0.114
H  4.617  -2.247  3.729
O  0.113  0.934  -1.434
C  0.583  3.285  -5.006
C  -1.261  -3.749  -0.574
C  -0.959  -1.583  -2.252
C  5.057  3.145  1.025
H  3.054  -2.584  1.899
C  -0.707  2.171  -3.296
H  3.436  4.000  -1.079
C  0.746  -2.953  0.729
H  5.841  3.452  -0.990
C  -1.154  4.475  -3.857
H  1.764  -2.733  0.386
Ti  0.938  -0.187  -0.364
C  1.796  -1.178  5.259
C  -3.463  -1.955  2.282
C  -0.149  4.448  -4.810
H  -4.652  -3.429  3.286
C  -0.785  -0.389  -3.154
C  -2.180  -1.550  1.928
C  -0.211  -2.867  -0.429
H  -2.049  -0.642  1.357
C  -1.085  -2.310  2.304
O  0.328  -0.649  1.217
C  3.576  -1.985  3.866
H  -0.425  -4.069  3.359
H  -1.501  -0.459  -3.969
H  3.386  2.796  2.454
C  3.138  -1.485  5.084
C  -4.714  0.857  -1.851
C  -2.556  -3.880  3.390
H  1.446  -0.797  6.209
C  -2.039  -2.430  -2.413
H  5.959  2.886  1.576
C  -2.310  1.009  -1.704
H  3.515  2.456  -1.945
H  1.361  3.254  -5.757
C  5.155  2.795  -0.457
H  -3.031  -4.193  -1.701
C  -2.423  1.287  -0.351
H  -1.734  5.375  -3.703
H  -2.228  3.377  -2.372
H  0.896  1.264  -4.433
C  3.868  2.359  1.582
H  4.892  4.216  1.151
C  -4.820  1.119  -0.489

3.
Here is a cluster of 6 separate species, C37H36BFN8O11S in total from the Open Molecules 2025 dataset. Energies are from the ωB97M-V functional and the def2-TZVPD basis.

## Properties
* energy: -3219.495725 Eh
* maximum force: 12.0 eV/Å
* frontier orbital gap: 0.3210 hartree
* structure (SMILES): CC[C@@H](F)[C@@H](C#N)[C@](S)(C#N)B(N)O.O=[N+]([O-])c1ccccc1.O=[N+]([O-])c1ccccc1.O=[N+]([O-])c1ccccc1.O=[N+]([O-])c1ccccc1.O=[N+]([O-])c1ccccc1

Positions of all 95 atoms, in Å:
C  4.359  1.230  -9.833
C  4.627  -0.231  -4.442
N  6.209  0.704  -8.264
H  -1.704  -6.541  -2.319
H  -5.575  6.699  8.460
C  0.895  -4.007  6.929
H  3.661  1.298  -9.001
H  -0.313  0.111  1.327
H  1.521  0.598  1.758
C  2.633  0.456  -3.250
H  4.633  0.624  -2.463
H  4.338  -5.012  5.427
C  -1.186  -3.558  -3.880
B  -3.222  0.595  2.256
H  0.935  -2.325  5.593
N  1.634  -0.861  -6.625
N  -2.146  2.145  5.467
C  -0.005  2.296  2.233
H  -3.448  -1.173  1.068
C  -5.459  5.762  7.920
C  -1.774  -5.475  -2.520
C  3.375  -4.720  5.840
H  -0.658  -3.138  -4.733
H  -0.823  -0.317  3.836
O  2.211  -1.349  -7.608
O  0.410  -0.676  -6.551
H  -7.208  3.012  6.859
H  3.309  -6.395  7.196
H  -3.054  -5.099  -0.837
C  3.897  1.459  -11.130
H  1.005  -0.865  3.721
H  4.413  1.562  -13.220
H  -1.551  3.903  1.831
N  -7.858  5.238  8.275
N  -2.020  2.224  -1.171
S  -4.199  3.353  2.352
N  3.324  -2.727  4.363
H  -0.068  -3.735  7.356
H  -4.651  3.693  3.644
H  2.168  0.877  -2.361
C  1.562  -5.146  7.383
H  -3.052  3.952  6.334
F  0.960  3.059  1.356
N  -2.910  -0.273  1.055
C  -1.508  2.716  1.689
H  5.709  -0.342  -4.478
H  2.851  1.705  -11.299
O  4.416  -3.087  3.898
H  7.645  0.587  -10.568
H  -3.318  0.256  0.228
C  -1.673  2.526  0.036
C  2.456  -0.470  -5.474
H  0.576  0.836  4.414
O  7.417  0.467  -8.121
O  5.392  0.775  -7.334
C  -5.116  3.361  6.519
H  1.116  -5.758  8.165
C  0.377  0.716  2.051
C  -4.204  5.417  7.416
C  3.848  -0.626  -5.530
C  -4.034  4.219  6.721
C  4.777  1.376  -12.211
N  -3.449  -2.423  -1.101
C  -2.385  2.191  4.189
C  -6.542  4.893  7.725
H  -3.365  -0.643  3.812
H  -2.005  -1.667  -3.276
H  0.764  0.189  -4.275
C  4.020  0.311  -3.307
C  6.120  1.059  -12.005
C  -6.376  3.693  7.021
O  -8.782  4.428  8.111
H  0.221  2.693  3.333
C  -2.538  -4.656  -1.685
C  0.266  0.042  3.578
O  -4.053  -0.064  3.327
H  -4.976  2.430  5.974
H  -0.514  -5.569  -4.266
C  2.796  -5.505  6.839
C  1.466  -3.212  5.933
O  -7.969  6.317  8.876
C  2.709  -3.570  5.394
H  6.799  0.994  -12.853
C  -2.627  -3.285  -1.960
H  -3.356  6.082  7.567
O  -4.018  -2.948  -0.133
O  -3.529  -1.222  -1.396
C  1.844  0.067  -4.334
C  5.711  0.921  -9.628
O  2.720  -1.701  4.019
H  4.336  -1.047  -6.407
C  -2.751  2.125  2.558
C  6.595  0.830  -10.712
C  -1.949  -2.730  -3.054
C  -1.104  -4.926  -3.614